[1]
Entry from the OMol25 dataset: C26H58OP4Ru as an isolated structure (ωB97M-V/def2-TZVPD).

Energy above the lowest of the compared OMol25 structures with the same formula, charge and spin   9.6 kJ/mol
HOMO level (spin up / spin down)   -14.17 / -16.51 eV
Spin multiplicity   6
Net charge   +3
<S²>   8.78
Frontier orbital gap (spin up / spin down)   6.22 / 4.42 eV

Geometry as XYZ:
```
90
C26H58OP4Ru (ωB97M-V/def2-TZVPD)
Ru 0.535 -1.200 -0.283
P -0.259 -0.474 1.723
P 2.598 -0.783 0.394
P -0.121 3.311 -1.028
P -0.523 -3.141 0.041
O 1.829 -2.634 -2.763
C 2.459 4.450 -1.713
C 0.085 -4.360 -1.145
C 3.251 0.560 1.415
C 0.523 -1.084 3.291
C 3.559 -4.083 -5.683
C 3.389 -3.527 -4.411
C -0.373 -0.386 -2.177
C -0.394 1.332 2.003
C -1.255 0.023 -1.135
C -1.166 4.500 -0.054
C -2.692 4.385 -0.236
C -2.317 -3.199 -0.335
C 2.520 -4.800 -6.282
C -0.359 -4.140 1.569
C -1.666 2.838 -3.241
C 1.073 -4.316 -4.375
C 1.692 3.620 -0.663
C 1.322 -5.005 -5.581
C 3.380 -0.263 -1.185
C -0.424 3.641 -2.817
C -0.665 5.932 -0.279
C 2.105 -3.521 -3.813
C -2.018 -0.856 2.106
C 3.444 -2.288 0.911
C 2.032 4.129 0.760
C -0.538 5.110 -3.305
H 3.538 4.386 -1.487
H 3.412 1.473 0.827
H -2.928 -2.736 0.454
H 1.047 -4.733 -0.775
H 0.294 0.351 -2.629
H -0.612 -5.192 -1.306
H 2.628 -5.233 -7.287
H -2.614 -0.497 1.262
H 0.456 3.208 -3.332
H -0.529 5.115 -4.413
H 4.217 -3.046 -3.907
H 0.084 -4.423 -3.907
H 1.526 3.544 1.543
H 2.309 4.072 -2.737
H -0.955 4.199 0.992
H 3.123 4.038 0.928
H 2.180 5.517 -1.671
H -2.222 -0.467 -1.040
H -2.588 3.257 -2.810
H -1.761 2.851 -4.337
H -1.258 1.080 -0.842
H 0.685 -4.100 1.904
H 4.495 -3.956 -6.208
H 1.598 -0.885 3.286
H 0.247 -3.805 -2.071
H 3.331 -3.050 0.138
H -2.156 -1.934 2.215
H 0.113 -0.664 4.223
H -0.980 6.560 0.569
H 0.534 1.841 1.722
H -0.599 1.522 3.067
H -1.103 6.365 -1.188
H 2.062 2.573 -0.734
H -1.008 -3.746 2.358
H 3.621 0.800 -1.128
H 4.224 0.250 1.805
H 2.683 -0.382 -2.018
H 2.983 -2.709 1.805
H 4.299 -0.836 -1.364
H 1.772 5.193 0.887
H -1.578 1.791 -2.919
H -2.522 -2.695 -1.292
H 2.348 -2.879 -1.955
H 2.637 0.865 2.262
H -3.033 4.789 -1.200
H -1.492 5.581 -3.000
H -2.398 -0.376 3.021
H 0.431 5.990 -0.352
H 0.382 -2.169 3.344
H 0.559 -5.692 -5.983
H -2.575 -4.267 -0.422
H -1.222 1.769 1.422
H 4.508 -2.158 1.115
H -3.052 3.353 -0.125
H -0.625 -5.192 1.375
H 0.311 5.741 -2.982
H -0.664 -1.231 -2.808
H -3.169 4.979 0.558
```


[2]
Entry from the OMol25 dataset: a 6-piece molecular cluster, C26H59BrO13S overall (ωB97M-V/def2-TZVPD).

Structure (SMILES)   CCSC[C@@H]1OC(=O)O[C@@H]1Br.COCCOC.COCCOC.COCCOC.COCCOC.COCCOC
HOMO level   -8.91 eV
Frontier orbital gap   9.35 eV

Geometry as XYZ:
```
100
C26H59BrO13S (ωB97M-V/def2-TZVPD)
Br -3.004 -4.268 2.021
S 0.584 -1.426 -0.217
O -1.998 -1.345 1.786
O 5.913 6.055 -1.295
O -4.569 -0.720 -2.410
O 5.644 -7.459 1.700
O 3.536 -5.514 1.042
O -3.691 0.081 2.358
O -7.073 0.396 -3.480
O 5.502 1.510 -2.465
O -8.950 0.518 0.701
O -8.059 1.559 3.309
O 3.383 0.724 -0.586
O -4.110 -1.872 1.286
O 6.598 7.914 0.871
C -5.368 0.257 -1.751
C 5.800 2.592 -1.599
C 5.433 0.257 -1.810
C -3.273 -2.841 0.680
C 5.841 -6.291 0.922
C 6.263 7.073 -2.218
C 2.536 1.682 -1.201
C -2.004 -2.019 0.500
C -9.746 1.283 1.589
C -0.710 -2.658 0.083
C 2.832 -5.957 2.188
C 6.604 6.503 0.992
C -6.832 0.134 -2.106
C 4.876 -8.455 1.049
C -6.711 1.515 2.879
C 5.301 8.471 0.751
C 6.917 5.817 -0.320
C 4.008 -0.154 -1.509
C 1.295 -1.140 1.414
C 2.369 -2.173 1.819
C -8.931 2.238 2.431
C -3.292 -0.936 1.883
C 4.889 -5.179 1.307
C -8.655 -0.780 1.184
C -3.911 -0.227 -3.564
C -7.216 -0.772 -4.266
H 2.228 -2.515 2.848
H -7.396 0.868 -1.525
H 7.380 6.241 1.718
H 7.896 6.135 -0.692
H -3.567 -1.087 -4.138
H -9.518 -1.444 1.062
H -6.202 0.755 3.467
H 5.557 3.517 -2.117
H 1.919 -6.444 1.849
H 6.959 4.737 -0.149
H 6.869 2.596 -1.352
H 6.022 0.273 -0.886
H 5.128 -4.292 0.712
H -7.136 -0.474 -5.311
H -2.294 -1.235 -0.218
H 5.019 -4.920 2.363
H -0.381 -3.402 0.813
H 1.765 -0.159 1.313
H 5.878 -0.487 -2.479
H 2.562 -5.106 2.823
H 4.016 -1.152 -1.057
H 5.351 7.381 -2.727
H -3.045 0.383 -3.286
H 5.739 -6.518 -0.144
H 2.338 -3.036 1.149
H 4.691 7.923 0.029
H 5.417 9.498 0.408
H -10.332 0.626 2.240
H -8.375 2.932 1.791
H -7.826 -1.170 0.594
H 3.364 -1.724 1.768
H 6.971 6.693 -2.963
H -5.006 1.263 -1.983
H 4.570 -9.176 1.805
H 5.216 2.544 -0.676
H -10.446 1.862 0.979
H 6.698 7.939 -1.716
H -7.204 -0.859 -1.834
H 6.865 -5.950 1.098
H -9.621 2.824 3.046
H -8.359 -0.762 2.235
H 3.008 2.148 -2.068
H -8.197 -1.231 -4.105
H -6.437 -1.506 -4.046
H 5.475 -8.971 0.291
H 3.415 -6.670 2.774
H -6.631 1.250 1.822
H -3.704 -3.288 -0.210
H 5.645 6.146 1.381
H -0.872 -3.136 -0.888
H 1.594 1.215 -1.508
H -4.584 0.366 -4.186
H 2.321 2.453 -0.462
H -5.256 0.099 -0.674
H 3.428 -0.212 -2.435
H 4.791 8.478 1.720
H 3.986 -8.034 0.578
H 0.508 -1.057 2.165
H -6.221 2.479 3.047
```


In eV, the calculated total energy values for the records above are, in order, -69658.805, -135407.851.